No. 1
Entry from the OMol25 dataset: 6 unconnected molecules or ions with the total composition C38H47F41INO7S at a distorted geometry (ωB97M-V/def2-TZVPD).

HOMO (eV): -10.3
2S+1: 1

```
136
C38H47F41INO7S ωB97M-V/def2-TZVPD
C 3.26163 -9.89002 5.10730
C 2.55454 -8.62437 5.57682
C 1.02932 -8.66086 5.38718
C 0.40381 -7.37994 4.81386
C 0.20703 -7.39964 3.29688
C 1.43265 -7.82348 2.48151
C 1.45786 -7.20121 1.08220
C 2.22115 -5.87623 1.06645
C 3.72357 -6.03351 0.78781
C 4.66216 -5.08433 1.54623
C 4.19660 -3.62396 1.63862
C 3.32311 -3.29306 2.86119
C 1.95657 -2.68791 2.54239
N 1.99765 -1.18639 2.56505
I 1.00423 -0.28297 0.99414
S 1.45189 -0.51784 3.95866
O 1.73467 0.86714 3.95244
O 0.21909 -1.04118 4.42707
F 2.54312 -1.19993 4.86783
H 2.74163 -10.78049 5.46736
H 3.28642 -9.94674 4.01726
H 4.28871 -9.94111 5.46895
H 2.96825 -7.76768 5.03934
H 2.78136 -8.45771 6.63219
H 0.76842 -9.50200 4.73520
H 0.56212 -8.87675 6.34967
H 1.02152 -6.51844 5.09251
H -0.56928 -7.21251 5.27959
H -0.62638 -8.06717 3.05911
H -0.10408 -6.40154 2.96922
H 2.34119 -7.51463 3.01094
H 1.48595 -8.91170 2.41319
H 0.43213 -7.02656 0.74610
H 1.90836 -7.89743 0.37004
H 1.77011 -5.20078 0.33524
H 2.08449 -5.40385 2.04341
H 3.89491 -5.90632 -0.28471
H 4.01636 -7.06195 1.01831
H 5.63156 -5.10978 1.04581
H 4.83949 -5.46074 2.55901
H 5.07936 -2.98446 1.66218
H 3.66305 -3.36257 0.71753
H 3.86119 -2.60227 3.50927
H 3.15118 -4.19083 3.45810
H 1.17829 -3.03291 3.22552
H 1.65011 -2.97556 1.54034
C 2.20480 3.70939 -0.27182
C 2.79170 5.11705 -0.40845
C 1.82118 6.27994 -0.65834
F 1.18920 6.12208 -1.84157
F 2.52650 7.42809 -0.70709
F 3.77141 5.13722 -1.32868
F 3.34043 5.39609 0.81395
O 2.26885 2.89476 -1.43052
C 1.27486 2.86550 -2.34752
C 1.78353 3.24135 -3.75006
F 2.29800 4.48290 -3.74379
F 0.72964 3.22423 -4.60433
F 0.21565 3.61545 -2.00531
F 0.83308 1.57931 -2.45363
H 2.85206 3.21420 0.45223
H 1.19872 3.73811 0.14839
H 1.08339 6.34460 0.14489
H 2.53613 2.52468 -4.08164
C -1.25418 5.91042 -7.36838
C -1.46032 4.42100 -7.66219
C -0.20121 3.56426 -7.84050
F 0.50522 3.98625 -8.91035
F -0.57334 2.28319 -8.05335
F -2.28826 4.24724 -8.70803
F -2.06765 3.91108 -6.54470
O -1.36888 6.77015 -8.48265
C -0.29772 7.12898 -9.23580
C -0.50355 6.76728 -10.71763
F -0.68712 5.43985 -10.84942
F 0.60414 7.11910 -11.40541
F 0.85484 6.62071 -8.77047
F -0.18941 8.48224 -9.19283
H -2.08327 6.18177 -6.71715
H -0.32279 6.06433 -6.82315
H 0.41980 3.61382 -6.94437
H -1.36799 7.30334 -11.11268
C 4.85968 1.08976 3.84577
C 6.10404 0.78278 4.68501
C 6.67830 1.91809 5.54222
F 7.08737 2.93595 4.75741
F 7.74362 1.45174 6.22726
F 7.07385 0.24075 3.92685
F 5.70006 -0.15994 5.59673
O 5.08287 1.35925 2.47497
C 5.27635 2.61216 1.99360
C 6.60447 2.74263 1.22424
F 7.64211 2.45763 2.03266
F 6.72978 4.01619 0.79496
F 5.16544 3.55520 2.93964
F 4.29944 2.85191 1.06853
H 4.30157 0.15420 3.85016
H 4.24023 1.84789 4.32327
H 5.92841 2.28108 6.24923
H 6.60299 2.06447 0.36930
C -4.02885 0.23103 0.55568
C -5.31818 -0.47899 0.98216
C -6.46076 0.39774 1.51245
F -6.08620 1.00724 2.65417
F -7.52396 -0.39473 1.77728
F -5.06387 -1.47474 1.84610
F -5.81537 -1.03689 -0.17324
O -2.98175 0.21458 1.50252
C -2.81801 1.20096 2.42451
C -2.80105 0.64315 3.85871
F -3.96830 0.01980 4.11608
F -2.67123 1.68113 4.71479
F -3.72281 2.18391 2.29356
F -1.59106 1.75275 2.22159
H -3.65780 -0.35281 -0.28511
H -4.25300 1.23764 0.20110
H -6.75013 1.14893 0.77403
H -1.96703 -0.04753 3.98630
C -9.94127 2.53155 -3.60193
C -9.78979 3.73917 -2.67095
C -8.69269 4.75785 -3.00918
F -7.47775 4.17190 -2.95119
F -8.72853 5.75405 -2.10080
F -9.66622 3.34396 -1.39169
F -10.95876 4.44256 -2.79450
O -9.32747 1.34035 -3.15576
C -8.05581 1.00506 -3.49317
C -7.18842 0.77273 -2.24437
F -7.14918 1.89464 -1.48818
F -5.92827 0.49274 -2.64102
F -7.48507 1.89826 -4.31767
F -8.09210 -0.18316 -4.14503
H -11.00781 2.31381 -3.60167
H -9.64159 2.79306 -4.61680
H -8.84889 5.17534 -4.00676
H -7.58611 -0.05455 -1.65576
```

***

No. 2
Entry from the OMol25 dataset: 2 unconnected molecules or ions with the total composition C18H18F3N2 at a distorted geometry (ωB97M-V/def2-TZVPD).

HOMO (eV): -10.6
2S+1: 1
ΔE to the lowest compared entry with this formula, charge and spin (kcal/mol): 73.6
Net charge: +1

```
41
C18H18F3N2 ωB97M-V/def2-TZVPD
C -2.58494 0.68309 2.45378
C -2.52349 -0.84674 2.33450
C -1.08140 -1.22003 1.98247
N -0.34895 0.01778 2.11944
N 0.90319 0.04318 1.77394
C 1.70395 1.05024 1.86937
C -1.16993 1.21239 2.20506
H -3.27140 1.11537 1.72380
H -2.91716 0.98246 3.44984
H -2.78480 -1.31688 3.28433
H -3.20629 -1.22555 1.57297
H -0.67170 -1.97054 2.67463
H -0.97080 -1.65534 0.96999
H 2.71749 0.89877 1.51482
H 1.41806 2.00839 2.33640
H -1.11867 1.83150 1.28300
H -0.80760 1.87269 3.01156
F 6.15625 0.10890 -3.21102
C 5.70372 -0.27664 -1.96680
C 5.62893 -1.63974 -1.70502
C 5.23018 -1.98927 -0.41777
F 5.17338 -3.32964 -0.10173
C 4.92340 -1.06028 0.56146
C 5.00357 0.34600 0.28874
C 4.73081 1.24223 1.36356
C 5.13256 2.60541 1.52399
C 5.09244 3.15325 2.84661
C 5.46301 4.46555 3.10287
C 5.87689 5.32164 2.07185
C 5.93804 4.78389 0.79230
F 6.39688 5.59262 -0.22323
C 5.60857 3.46793 0.49209
C 5.38948 0.71121 -1.03676
H 5.88384 -2.38674 -2.44882
H 4.64888 -1.39199 1.56272
H 4.45202 0.74908 2.29753
H 4.77862 2.50335 3.66493
H 5.42986 4.84496 4.12112
H 6.15194 6.35060 2.25492
H 5.76376 3.11628 -0.51663
H 5.44874 1.74512 -1.34527
```

***

No. 3
Entry from the OMol25 dataset: a single C4H7NO molecule (ωB97M-V/def2-TZVPD).

HOMO (alpha / beta) (eV): -8.7 / -8.7
2S+1: 1
ΔE to the lowest compared entry with this formula, charge and spin (kcal/mol): 100.1

```
13
C4H7NO ωB97M-V/def2-TZVPD
C 0.33229 -1.63139 -0.33991
C 0.24641 -0.46198 0.61230
N 1.16220 0.53538 0.51957
C -0.42327 1.56871 -0.79333
C -0.92317 0.79447 0.25077
O -1.79461 0.93085 1.07289
H 1.12523 -2.31357 -0.01142
H 0.55420 -1.31555 -1.36222
H -0.61173 -2.18510 -0.33264
H -0.12156 -0.73252 1.60445
H 1.18357 1.07837 1.38597
H 0.30471 1.17126 -1.48214
H -1.01804 2.42675 -1.11021
```

***

No. 4
Entry from the OMol25 dataset: 3 unconnected molecules or ions with the total composition C35H30NO6 at a distorted geometry (ωB97M-V/def2-TZVPD).

HOMO (eV): -11.1
2S+1: 1
Net charge: +1

```
72
C35H30NO6 ωB97M-V/def2-TZVPD
O -2.02869 1.02320 9.61606
C -1.83784 1.69448 8.47580
O -2.47063 1.41405 7.17730
C -3.55767 0.42489 7.28728
C -4.25653 0.00047 5.86675
C -3.25576 -0.69948 4.77547
C -1.85491 0.02745 4.33727
C -1.42741 -1.00480 3.10591
C -1.68987 -2.42159 3.94517
N -2.85955 -2.15220 4.91458
H -1.11460 2.64246 8.51151
H -4.40536 0.94600 7.94688
H -3.26422 -0.55250 7.88537
H -5.19556 -0.71024 6.05615
H -4.70945 0.98208 5.38415
H -3.87265 -0.66379 3.75452
H -1.81328 1.18090 4.14697
H -1.11098 -0.33930 5.19265
H -0.39148 -0.85676 2.58048
H -2.28022 -1.00589 2.30326
H -0.62281 -2.58960 4.43849
H -1.89997 -3.18341 3.05760
H -3.55854 -2.85254 4.58111
H -2.46578 -2.49089 5.81998
C -0.72111 -0.51391 -3.09108
C -0.80326 0.29506 -4.22414
C -1.42908 1.54045 -4.14910
C -1.98564 1.97357 -2.93951
C -1.92509 1.15420 -1.81296
C -1.28102 -0.08780 -1.88583
C -2.55214 1.57939 -0.54486
O -2.49631 0.86178 0.44617
C -3.25450 2.87703 -0.49087
C -3.90309 3.26659 0.68829
C -4.55836 4.49820 0.75209
C -4.55990 5.34614 -0.35510
C -3.91937 4.95819 -1.53284
C -3.27373 3.71662 -1.60358
C -2.62986 3.29998 -2.86500
O -2.63473 4.04261 -3.84002
H -0.22531 -1.48053 -3.14719
H -0.37801 -0.04258 -5.16666
H -1.48487 2.16886 -5.03644
H -1.21790 -0.72699 -1.00692
H -3.90390 2.61182 1.55828
H -5.06581 4.79642 1.66699
H -5.06406 6.30872 -0.30335
H -3.92893 5.62331 -2.39476
C 5.21340 -5.70525 -3.99775
C 6.58053 -5.44018 -4.07316
C 7.04300 -4.12620 -3.98459
C 6.13424 -3.07197 -3.83220
C 4.76587 -3.33487 -3.78151
C 4.30482 -4.65588 -3.85282
C 3.79541 -2.22670 -3.67083
O 2.59339 -2.45704 -3.62266
C 4.29373 -0.83749 -3.62792
C 3.38240 0.22560 -3.58140
C 3.84543 1.54202 -3.52713
C 5.21590 1.79967 -3.50970
C 6.12598 0.74283 -3.56160
C 5.66343 -0.57800 -3.63071
C 6.63366 -1.68696 -3.72140
O 7.83827 -1.46114 -3.71081
H 4.85353 -6.73006 -4.05753
H 7.28777 -6.25700 -4.19888
H 8.11205 -3.92729 -4.03901
H 3.23877 -4.86991 -3.80023
H 2.31078 0.03292 -3.59143
H 3.13604 2.36621 -3.49636
H 5.57689 2.82468 -3.46012
H 7.19444 0.95191 -3.55256
```

***

No. 5
Entry from the OMol25 dataset: 6 unconnected molecules or ions with the total composition C6H24O6 at a distorted geometry (ωB97M-V/def2-TZVPD).

HOMO (eV): -9.6
2S+1: 1
SMILES: CO.CO.CO.CO.CO.CO
ΔE to the lowest compared entry with this formula, charge and spin (kcal/mol): 97.4

```
36
C6H24O6 ωB97M-V/def2-TZVPD
C -0.17499 0.83218 -0.95456
O -0.43016 -0.09525 0.09471
H -0.91849 1.60048 -1.16673
H 0.85421 1.19092 -0.94177
H -0.12083 0.33326 -1.92216
H 0.19293 -0.82547 0.08386
C -2.44977 -0.70856 -2.92056
O -1.40361 -0.48106 -3.86315
H -2.12427 -1.44590 -2.18674
H -2.70476 0.22110 -2.41182
H -3.30578 -1.10438 -3.46707
H -1.01093 -1.35439 -3.93176
C 2.15767 4.17888 -0.53616
O 2.32953 4.15075 -1.99291
H 3.02074 3.69821 -0.07555
H 2.18591 5.21854 -0.20992
H 1.21997 3.70378 -0.24789
H 1.55662 4.53676 -2.41147
C 1.63863 -3.02145 -0.00075
O 1.91719 -1.65159 0.00011
H 2.51545 -3.64065 -0.19019
H 1.28294 -3.16985 1.01884
H 0.83314 -3.29709 -0.68142
H 2.70374 -1.50143 -0.52943
C -0.15868 2.11366 2.47357
O -1.33214 1.84370 1.75226
H -0.32462 3.02997 3.04007
H 0.18458 1.25990 3.05785
H 0.69200 2.37436 1.84390
H -1.17710 1.18517 1.07114
C -1.04996 -2.86708 2.63629
O -1.33373 -4.29120 2.68660
H -0.64556 -2.57137 1.66824
H -1.97314 -2.32107 2.83050
H -0.39745 -2.64263 3.48007
H -2.24929 -4.48119 2.90397
```

***

What is the 2S+1 in the fifth record?
1

***

Look up the 2S+1 of the fifth one.
1

***

What is the 2S+1 in the second record?
1

***

Which formula does entry 2 have?
C18H18F3N2